Molecular formula: C17H17BCdN8O6
Method: DFT, wB97M-V/def2-TZVPD

Geometry as XYZ:
```
50
Properties=species:S:1:pos:R:3:nbo_charge:R:1
C -0.276 3.250 -0.873 -0.01
N -0.059 2.000 -1.311 -0.51
N 0.128 2.049 -2.684 -0.33
C -0.008 3.344 -3.102 0.03
C -0.247 4.140 -1.964 -0.31
B 0.350 0.678 -3.428 0.54
N 1.476 -0.226 -2.812 -0.34
N 1.519 -0.554 -1.467 -0.48
C 2.560 -1.404 -1.300 0.00
C 3.178 -1.636 -2.550 -0.31
C 2.444 -0.902 -3.479 0.03
Cd -0.135 0.216 -0.031 1.73
N -0.975 -0.156 -3.376 -0.21
N -1.492 -0.640 -2.189 -0.26
C -2.629 -1.293 -2.519 0.00
C -2.842 -1.225 -3.915 0.00
C -1.767 -0.507 -4.412 0.06
H -3.278 -1.796 -1.801 0.26
H -1.480 -0.214 -5.423 0.28
H -3.663 -1.635 -4.492 0.27
H 0.626 0.917 -4.562 0.00
H 2.544 -0.857 -4.557 0.25
H 0.045 3.714 -4.129 0.26
H 4.039 -2.232 -2.760 0.26
H -0.368 5.191 -1.945 0.26
H 2.874 -1.833 -0.354 0.24
H -0.453 3.544 0.175 0.23
H -0.627 -2.054 0.213 0.16
C -0.183 -2.511 1.131 -0.87
H 0.363 -3.424 0.827 0.27
H 0.465 -1.799 1.659 0.20
H -0.953 -2.841 1.831 0.25
O -3.833 1.488 1.913 -0.06
C -2.675 0.994 1.892 0.76
O -2.081 0.517 0.870 -0.77
C -1.991 1.001 3.247 -0.20
C -0.929 0.146 3.585 -0.07
C -0.348 0.159 4.876 0.03
C -0.828 1.057 5.844 -0.08
C -1.854 1.957 5.494 0.04
C -2.433 1.936 4.204 -0.08
N -2.418 2.863 6.459 0.48
O -2.001 2.900 7.634 -0.30
O -3.351 3.596 6.055 -0.34
N 0.712 -0.763 5.228 0.49
O 1.177 -1.556 4.374 -0.36
O 1.138 -0.729 6.405 -0.29
H -0.545 -0.569 2.857 0.23
H -0.409 1.045 6.847 0.31
H -3.234 2.638 3.952 0.29
```

The total charge is +2. The total energy is -1739.233084 Ha. Its spin multiplicity is 1. As for the HOMO energy (spin up / spin down): -15.2 / -15.1 eV. The value obtained for the lowest unoccupied orbital energy (spin up / spin down) is -0.3887 / -0.3936 Ha. The calculation puts the gap between HOMO and LUMO (spin up / spin down) at 4.61 / 4.44 eV.